{"formula": "C40H54BrF4N9SSiSr", "method": "the ωB97M-V functional and the def2-TZVPD basis", "species": ["C", "C", "C", "C", "C", "C", "C", "C", "C", "N", "C", "H", "H", "H", "H", "F", "H", "N", "C", "C", "C", "H", "H", "H", "Si", "H", "H", "C", "S", "H", "H", "C", "H", "H", "H", "H", "H", "H", "H", "H", "N", "H", "C", "H", "C", "C", "H", "H", "H", "H", "N", "F", "C", "H", "C", "F", "N", "H", "H", "H", "H", "H", "C", "C", "F", "H", "C", "C", "C", "H", "C", "H", "H", "C", "H", "H", "H", "H", "N", "H", "H", "C", "C", "C", "H", "N", "C", "H", "H", "H", "Sr", "C", "C", "C", "H", "C", "H", "Br", "N", "H", "H", "C", "C", "C", "H", "C", "C", "H", "N", "H", "H"], "xyz": [[-1.47994, 2.18746, 4.05994], [3.64949, -0.35520, 0.62997], [1.63946, 4.12620, 0.21112], [1.54495, -3.10592, 0.77817], [3.75594, -3.97065, 0.31735], [-3.32720, -4.34882, 3.68047], [2.95262, 1.61140, -3.84273], [5.13881, 0.58690, -1.12441], [-2.03870, 3.33397, 3.52819], [-2.65006, -3.67716, 0.16295], [-5.35463, 3.33892, -2.48540], [2.30088, -1.37106, -1.41630], [1.06753, -3.34237, 4.97721], [-1.29292, 2.10841, 5.12066], [-3.62074, -2.77296, -2.07478], [-3.66612, -3.58582, 4.73692], [-3.31412, -5.06466, -1.29378], [-3.10242, 1.76711, -1.99249], [0.62448, -2.40554, 4.67270], [-2.80247, -4.41549, 1.26689], [-2.65878, -3.27526, -2.20497], [5.77878, -0.27466, -0.91313], [2.14890, 0.87534, -3.91700], [0.43897, -2.01710, -2.52492], [2.53866, 1.70337, -1.01513], [2.98574, 2.16047, -4.78950], [-6.08205, 4.04558, -2.08840], [1.44879, 3.39888, -3.10876], [-4.38679, 0.02015, -0.43137], [-1.94071, 3.25739, -2.82799], [3.82007, 4.02522, 1.73018], [-4.25020, 1.39459, -1.40753], [4.06345, 0.34330, 1.35693], [-2.19410, 2.26039, 0.34195], [3.23033, -0.71487, -2.77052], [-3.71473, 4.38846, -1.57682], [-3.26377, -6.20059, 4.79264], [-3.95086, 4.76038, -3.28698], [4.81994, 3.11996, -2.35335], [1.78209, 2.91802, 2.54180], [4.66311, -4.02087, -0.39579], [-2.72013, 4.25818, 1.70072], [-2.62877, -5.80718, 1.46281], [-3.11359, 2.55246, -3.94456], [-2.52049, -4.32776, -1.12261], [0.28270, -0.05193, 4.87858], [-1.99056, -1.71990, -4.20569], [1.14270, 4.14029, -2.37439], [4.41827, 3.82100, 0.08609], [-1.18045, -0.47489, -3.24795], [-5.32173, 2.17972, -1.60432], [-2.59757, -7.73345, 2.77504], [-3.14811, -5.71129, 3.83878], [0.79653, 1.88541, 1.50272], [-2.28997, 3.38221, 2.16613], [-2.24287, -6.59014, 0.42831], [-1.61700, -2.23023, -2.17855], [-0.38059, -3.26835, 2.98728], [3.99852, -1.78543, -1.59175], [4.03868, 4.02329, -3.64798], [2.36508, 1.32384, 2.07509], [-2.28094, 4.17252, 4.16798], [3.89227, 3.31724, 0.89806], [0.86684, -1.21979, 5.34185], [-3.36692, -2.38867, 2.36726], [-0.33326, -3.30632, -3.47952], [-0.30931, -2.80850, -2.49857], [1.81887, 2.19338, 1.72033], [-1.94780, -1.25167, -3.21044], [0.46868, 0.88728, 5.37984], [-2.79895, -6.40785, 2.69333], [-0.01003, -3.52780, -1.74185], [-1.57546, -4.87229, -1.24190], [2.47334, 2.87107, 0.50390], [0.60875, 2.72907, -3.29054], [1.66032, 3.92583, -4.04522], [3.89536, 1.07769, -3.74292], [2.63783, -0.62760, 0.93813], [-1.46056, 1.14951, 1.90610], [-2.91776, -0.80059, -2.99742], [0.62448, 3.87362, -0.10633], [3.88537, 3.59716, -2.65126], [-3.97015, 3.96009, -2.54854], [3.68403, 0.19381, -0.80639], [5.28705, 0.85115, -2.17093], [-0.72413, -1.23742, 3.07386], [2.58392, -4.50121, 2.43704], [-5.68453, 3.04717, -3.48707], [1.55858, 4.71539, 1.13060], [2.09454, 4.76534, -0.54478], [-1.72012, -1.40003, 0.56726], [-0.17515, -2.35924, 3.54134], [-1.99643, 2.26420, 1.40714], [-3.16653, -3.74718, 2.45968], [4.50889, 2.48430, 1.23493], [-1.18084, 1.12206, 3.21348], [3.69638, 4.42707, -1.96992], [0.38657, 0.85518, -1.12971], [0.65023, -2.42980, 0.48165], [-2.65556, -3.76162, -3.19431], [-6.16655, 1.86168, -1.15984], [2.62352, -3.89999, 1.15827], [-0.52076, -0.10235, 3.74654], [-2.96119, 2.88662, -2.91316], [4.25950, -1.26238, 0.66245], [2.70403, 2.61131, -2.70347], [3.27199, -0.97715, -1.71473], [-2.33815, 1.11566, -1.92787], [2.52549, -4.96194, 3.49467], [5.49406, 1.41734, -0.51019], [1.50785, -1.20004, 6.21352]], "mulliken_charge": [-1.086, -1.884, -2.093, -0.228, 0.021, 0.038, -2.001, -1.837, -0.794, -0.025, -0.744, -0.282, 0.513, 0.544, 0.282, -0.363, 0.460, 0.664, -1.313, 0.088, -1.374, 0.550, 0.241, 0.119, -2.370, 0.618, 0.431, -1.872, -0.254, -0.049, 0.533, 0.408, 0.311, 0.818, 0.197, 0.214, 0.508, 0.435, 0.318, 0.657, -0.660, 0.516, 0.911, 0.416, -1.007, -0.653, 0.370, 0.298, 0.310, 0.164, -0.188, -0.335, -0.636, -0.156, -1.047, -0.347, 1.459, 0.834, 0.410, 0.547, 0.249, 0.439, -1.764, -0.900, -0.367, 0.345, -1.159, -2.016, -1.312, 0.430, 0.098, 0.203, 0.487, 3.155, 0.259, 0.572, 0.359, 0.064, 0.958, 0.259, 0.182, -1.869, -0.702, 3.013, 0.313, 0.714, 0.133, 0.271, 0.601, 0.387, 1.855, -0.718, -0.832, -0.132, 0.341, 0.788, 0.315, 0.163, 0.370, 0.415, 0.250, 0.113, 0.226, -0.159, 0.612, 2.787, -0.942, -0.613, -0.596, 0.327, 0.427], "e_above_lowest_kcal_mol": 6.7, "e_lumo_ev": -0.4, "multiplicity": 1, "orbital_gap_ev": 6.24}